14
Properties=species:S:1:pos:R:3:forces:R:3:lowdin_charge:R:1 method="wB97M-V/def2-TZVPD" homo_lumo_gap_ev=10.87 charge=+1 relative_energy_kcal_mol=71.4 total_energy_ev=-7805.008 lumo_ev=-4.732
C -1.80081 -0.52792 -0.13180 -3.219 2.806 1.735 -0.054
C -1.00307 0.87587 -0.25028 -2.766 -0.824 -0.159 -0.046
C -0.55129 -1.06013 0.18871 1.513 -0.438 -0.222 -0.002
C 1.69900 0.48503 0.13472 -0.385 1.766 2.188 -0.082
N 0.10446 0.02883 0.05961 4.668 -0.382 -1.415 0.016
O 2.90575 -0.06351 -0.39941 -3.950 -2.282 0.247 -0.002
H -2.50964 -0.52118 0.75034 0.367 -0.269 -1.206 0.166
H -2.20114 -0.96710 -1.02165 -0.631 0.038 -0.560 0.136
H -1.12969 1.33597 -1.20797 0.821 -0.070 -0.904 0.132
H -1.24312 1.65568 0.45965 0.117 -0.161 0.613 0.137
H -0.33249 -2.08461 0.31645 1.153 -0.836 0.471 0.157
H 1.53242 1.61477 -0.01166 0.850 -1.931 -0.244 0.166
H 2.75731 -1.02985 -0.07712 1.428 2.000 -1.012 0.155
H 1.77231 0.25816 1.19041 0.033 0.586 0.469 0.120